[1]
Computed, not measured: one molecule with the formula C4H5NOS2 in a non-equilibrium geometry, with wB97M-V/def2-TZVPD.

E: -29434.23921 eV
relative energy (zero: lowest compared OMol25 entry of this formula, charge and spin): 65.8 kcal/mol
SMILES string: C=CO/C(C=S)=N\S
E_HOMO: -8.96 eV
frontier orbital gap: 7.6 eV
LUMO energy: -0.0491 Eh

Element x y z (Å)
S: 0.85309 1.62751 -2.06234
S: 1.51124 -1.02466 2.50481
O: 0.12593 -0.58346 0.06600
N: 1.68129 0.33696 1.47976
C: 0.99369 0.39174 0.43443
C: -1.05235 -0.16530 -0.45109
C: 1.23501 1.60762 -0.46603
C: -1.98259 -1.01629 -0.93764
H: 1.85701 2.27805 0.09120
H: -2.87423 -0.49216 -1.20387
H: -1.15874 0.96371 -0.34156
H: 0.70067 -1.77394 1.76596
H: -1.89002 -2.14977 -0.87963

[2]
Computed, not measured: a 2-piece molecular cluster, C4H10OS overall in a non-equilibrium geometry, with wB97M-V/def2-TZVPD.

E: -17181.04051 eV
relative energy (zero: lowest compared OMol25 entry of this formula, charge and spin): 61.9 kcal/mol
E_HOMO (spin up / spin down): -11.54 / -11.54 eV
net charge: +1
frontier orbital gap (spin up / spin down): 8.1 / 3.0 eV
2S+1: 2
LUMO energy (spin up / spin down): -0.1274 / -0.3151 Eh

Element x y z (Å)
S: -0.02990 -1.98541 -2.65554
O: 1.22646 1.32220 2.98611
C: 0.60673 -1.65043 -1.04639
C: 0.58516 2.74380 1.21660
C: 0.62382 2.43938 2.46617
C: -1.76583 -2.00442 -2.35691
H: 0.58080 1.02588 3.63571
H: 0.58547 -2.63449 -0.54997
H: -2.02027 -2.06886 -1.24115
H: 0.30637 2.05726 0.39672
H: 1.76432 -1.48983 -1.20021
H: 0.23854 -0.65996 -0.66819
H: -2.22419 -2.86057 -2.86897
H: -2.19747 -1.06663 -2.46933
H: 1.08082 3.72878 1.02266
H: 0.63918 3.10331 3.33270

[3]
Computed, not measured: one molecule with the formula C5H8O2S in a non-equilibrium geometry, with wB97M-V/def2-TZVPD.

E: -20240.04750 eV
relative energy (zero: lowest compared OMol25 entry of this formula, charge and spin): 112.6 kcal/mol
E_HOMO (spin up / spin down): -8.92 / -8.92 eV
frontier orbital gap (spin up / spin down): 8.8 / 8.8 eV
LUMO energy (spin up / spin down): -0.0047 / -0.0047 Eh

Element x y z (Å)
S: 2.20780 -0.07292 -0.06687
O: 3.47874 0.57913 -0.25055
O: 2.17715 -1.45979 0.31779
C: -0.30404 0.28936 1.10245
C: -0.70791 -0.69791 0.00885
C: -2.04350 -0.62263 -0.61637
C: 0.89918 0.54009 -1.00925
C: 0.89663 0.97974 0.51596
H: 0.81955 1.18566 -1.85802
H: 1.14257 1.99605 0.79434
H: -2.77843 -1.03439 0.08202
H: -1.11164 0.99917 1.30069
H: -0.18523 -1.63964 0.00477
H: -0.07685 -0.23463 2.03611
H: -2.08510 -1.21141 -1.52922
H: -2.32891 0.40411 -0.83271